(1)
Formula: C16H46NbO8S5
Source: OMol25
Level of theory: ωB97M-V/def2-TZVPD

Geometry as XYZ:
```
76
Properties=species:S:1:pos:R:3:lowdin_charge:R:1
C -1.267 -1.547 6.610 -0.186
C -1.615 -1.807 5.026 -0.423
O -1.013 -0.841 4.092 -0.541
Nb -1.904 1.067 4.215 1.149
C -0.328 1.959 2.772 -0.434
C 1.217 1.863 3.384 -0.290
C 2.206 0.937 2.443 -0.114
C 3.497 1.743 1.820 -0.249
O 3.980 2.911 2.319 -0.060
O 4.239 1.190 0.639 -0.075
H -1.785 -2.419 7.239 0.068
H -1.683 -0.546 7.052 0.021
H -0.115 -1.628 6.841 0.074
H -1.135 -2.866 4.756 0.100
H -2.787 -1.964 4.862 0.098
H -2.958 0.815 2.766 -0.155
H -3.263 0.412 5.241 -0.162
H -0.849 1.392 5.676 -0.151
H -2.625 2.738 4.502 -0.186
H -0.364 1.447 1.696 0.002
H -0.556 3.120 2.614 0.033
H 1.606 2.977 3.526 0.106
H 1.171 1.344 4.447 0.058
H 2.629 -0.013 2.989 0.125
H 1.599 0.520 1.504 0.124
H 5.179 1.002 0.968 0.097
C -0.904 -0.622 -1.724 -0.270
S -1.987 0.722 -1.181 0.814
O -1.729 0.946 0.280 -0.598
C -3.532 -0.205 -1.326 -0.271
H 0.130 -0.275 -1.676 0.048
H -1.026 -1.488 -1.069 0.059
H -1.147 -0.893 -2.754 0.003
H -3.495 -1.096 -0.695 0.058
H -3.692 -0.489 -2.369 0.045
H -4.353 0.437 -0.997 0.048
C 0.794 -0.092 -6.416 -0.266
S -0.984 -0.398 -6.286 0.814
O -1.250 -0.935 -4.911 -0.567
C -1.023 -1.795 -7.434 -0.271
H 1.055 0.729 -5.744 0.051
H 1.350 -0.987 -6.126 0.058
H 1.044 0.189 -7.442 0.050
H -0.357 -2.587 -7.082 0.059
H -0.717 -1.461 -8.428 0.017
H -2.046 -2.176 -7.480 0.056
C -3.368 0.230 -12.028 -0.271
S -1.851 0.287 -11.044 0.821
O -1.714 -1.036 -10.350 -0.565
C -2.457 1.480 -9.828 -0.265
H -3.230 -0.492 -12.836 0.050
H -4.208 -0.082 -11.404 0.059
H -3.564 1.217 -12.456 0.052
H -3.352 1.092 -9.336 0.063
H -2.681 2.428 -10.324 0.054
H -1.675 1.641 -9.081 0.042
C -3.521 -1.822 11.479 -0.285
S -3.062 -0.731 10.112 0.812
O -3.353 -1.462 8.834 -0.557
C -1.277 -0.813 10.392 -0.273
H -4.606 -1.947 11.474 0.045
H -3.044 -2.798 11.356 0.053
H -3.214 -1.372 12.426 0.045
H -0.936 -1.849 10.333 0.057
H -1.040 -0.393 11.372 0.046
H -0.778 -0.224 9.618 0.051
C 6.276 0.307 -2.561 -0.264
S 7.710 1.379 -2.303 0.810
O 8.760 0.973 -3.295 -0.572
C 8.180 0.689 -0.699 -0.267
H 5.839 0.540 -3.535 0.050
H 6.583 -0.741 -2.544 0.058
H 5.534 0.494 -1.780 0.040
H 8.373 -0.382 -0.794 0.058
H 7.379 0.864 0.023 0.036
H 9.088 1.192 -0.359 0.051
```

Values from the calculation:
Lowest unoccupied orbital energy (eV): 1.4
Multiplicity: 1
E_tot (a.u.): -3286.5576
HOMO level (eV): -4.10
Charge: -1
Orbital gap (Ha): 0.20133


(2)
Formula: C5H8ClN3O2
Source: OMol25
Level of theory: ωB97M-V/def2-TZVPD

Geometry as XYZ:
```
19
Properties=species:S:1:pos:R:3:lowdin_charge:R:1
C -0.407 0.372 0.064 0.107
C -0.293 -1.806 -0.911 -0.037
C -1.112 -0.687 -0.373 -0.253
C -3.400 -0.412 0.622 -0.064
C 2.875 1.756 -0.017 -0.101
N 0.985 -1.803 -0.990 -0.007
N 0.964 0.481 -0.583 -0.184
N 1.659 -0.629 -0.734 -0.247
O -2.436 -0.851 -0.299 -0.068
O 1.509 1.692 -0.418 -0.113
Cl 2.476 -1.306 1.065 0.188
H -0.665 1.382 0.513 0.155
H -0.707 -2.742 -1.017 0.101
H -4.295 -0.920 0.317 0.089
H -3.711 0.650 0.657 0.097
H -3.140 -0.593 1.643 0.089
H 3.429 0.836 -0.213 0.039
H 2.927 1.803 1.089 0.074
H 3.341 2.777 -0.415 0.135
```

Values from the calculation:
Lowest unoccupied orbital energy (spin up / spin down) (eV): -0.3 / -0.3
Multiplicity: 1
E_tot (a.u.): -970.0028
HOMO level (spin up / spin down) (eV): -8.16 / -8.16
Charge: 0
Orbital gap (spin up / spin down) (Ha): 0.28894 / 0.28887
SMILES: COC1=CN(OC)N(Cl)N=C1


(3)
Formula: C2H3NO3
Source: OMol25
Level of theory: ωB97M-V/def2-TZVPD

Geometry as XYZ:
```
9
Properties=species:S:1:pos:R:3:lowdin_charge:R:1
C 1.742 -0.069 -0.422 0.096
C 0.646 -0.153 0.370 -0.362
N -2.168 0.185 0.018 -0.276
O -1.887 1.298 0.177 0.152
O -3.039 -0.556 -0.134 0.177
O -0.352 -0.904 0.108 -0.028
H 2.629 0.443 -0.102 0.058
H 1.784 -0.630 -1.341 0.069
H 0.645 0.386 1.326 0.113
```

Values from the calculation:
Lowest unoccupied orbital energy (spin up / spin down) (eV): -0.4 / -1.6
Multiplicity: 1
E_tot (a.u.): -358.2735
HOMO level (spin up / spin down) (eV): -9.80 / -8.76
Charge: 0
Orbital gap (spin up / spin down) (Ha): 0.34575 / 0.26160


(4)
Formula: C32H30N4O6STi
Source: OMol25
Level of theory: ωB97M-V/def2-TZVPD

Geometry as XYZ:
```
74
Properties=species:S:1:pos:R:3:mulliken_spin:R:1
Ti -0.268 -1.301 -0.204 0.992
C -1.223 -2.511 2.793 0.031
C -2.113 -1.324 3.001 -0.039
C -2.533 -1.028 4.283 0.002
C -3.306 0.089 4.550 -0.002
C -3.630 0.927 3.499 0.001
C -3.222 0.674 2.201 0.004
C -3.540 1.712 1.162 0.012
C -2.472 -0.500 1.899 0.030
N -2.041 -0.814 0.642 -0.001
C -2.733 -0.352 -0.491 0.047
O -3.928 -0.592 -0.711 0.091
C -1.870 0.524 -1.300 0.171
C -2.150 1.594 -2.162 -0.086
C -1.122 2.505 -2.427 0.281
C 0.132 2.396 -1.821 -0.043
C 0.383 1.265 -1.032 0.080
N -0.604 0.373 -0.867 0.295
C 1.472 0.941 -0.098 0.076
O 2.545 1.569 -0.040 0.063
N 1.122 -0.102 0.729 -0.024
C 1.752 -0.201 1.957 0.007
C 1.802 0.917 2.824 -0.017
C 1.111 2.198 2.462 0.018
C 2.482 0.834 4.027 0.001
C 3.073 -0.345 4.443 -0.003
C 2.945 -1.469 3.645 0.004
C 2.303 -1.419 2.418 -0.007
C 2.257 -2.657 1.571 0.000
H -1.282 -3.183 3.651 0.000
H -0.186 -2.168 2.686 -0.017
H -1.505 -3.059 1.892 -0.004
H -2.247 -1.692 5.091 0.000
H -3.629 0.318 5.557 0.000
H -4.207 1.824 3.698 0.000
H -3.847 2.641 1.647 0.001
H -4.340 1.375 0.503 -0.002
H -2.662 1.914 0.546 -0.007
H -3.140 1.731 -2.574 -0.010
H -1.329 3.350 -3.076 0.027
H 0.896 3.147 -1.957 0.004
H 1.732 2.776 1.778 -0.003
H 0.915 2.790 3.357 0.001
H 0.166 1.989 1.957 -0.008
H 2.554 1.718 4.651 0.000
H 3.615 -0.393 5.380 0.000
H 3.377 -2.408 3.977 0.000
H 2.404 -3.549 2.183 -0.001
H 3.050 -2.617 0.820 -0.001
H 1.309 -2.734 1.026 0.006
C 2.435 3.359 -5.120 0.001
C 2.075 2.027 -4.528 -0.004
C 0.825 1.462 -4.774 0.019
C 0.440 0.292 -4.150 -0.017
C 1.305 -0.334 -3.260 0.019
C 2.576 0.185 -3.051 -0.028
C 2.949 1.360 -3.664 0.005
S 0.845 -1.898 -2.526 0.030
O 1.262 -2.925 -3.471 0.003
O 1.560 -1.952 -1.239 0.006
N -0.712 -1.816 -2.278 -0.033
C -1.383 -3.087 -2.376 0.011
C -1.180 -3.875 -1.063 0.008
O -1.492 -5.062 -0.998 0.004
O -0.674 -3.196 -0.111 -0.017
H 1.919 3.517 -6.066 0.000
H 3.507 3.439 -5.290 0.000
H 2.141 4.163 -4.442 0.000
H 0.141 1.967 -5.446 0.014
H -0.536 -0.144 -4.303 0.004
H 3.238 -0.336 -2.377 0.004
H 3.916 1.792 -3.455 0.001
H -0.968 -3.681 -3.207 0.001
H -2.457 -2.931 -2.547 -0.004
```

Values from the calculation:
Lowest unoccupied orbital energy (spin up / spin down) (eV): 4.4 / 4.4
Multiplicity: 3
E_tot (a.u.): -3155.7070
HOMO level (spin up / spin down) (eV): 0.08 / -1.88
Charge: -2
Orbital gap (spin up / spin down) (Ha): 0.15754 / 0.22935
Expectation value of S²: 2.02